No. 1
DFT (ωB97M-V with the def2-TZVPD basis set) results for a 2-piece molecular cluster, C4H13N2O2 overall.

Structure (XYZ):
```
21
Properties=species:S:1:pos:R:3:forces:R:3
N -0.718 -0.775 0.136 0.44 0.19 -0.64
C 0.763 -1.032 -0.008 0.01 -0.70 0.66
C 1.582 0.094 0.652 -2.38 -1.18 1.76
N 1.606 1.359 0.023 0.55 -0.09 -0.59
C 0.687 2.424 0.359 1.02 -0.11 1.53
C -0.527 2.474 -0.521 1.10 0.82 -0.74
O -1.226 1.523 -0.768 -0.60 0.70 -0.28
H -1.327 -1.375 -0.427 0.17 -0.67 0.49
H -0.954 0.181 -0.223 0.25 0.33 -0.22
H -0.972 -0.704 1.111 -0.29 -0.67 0.33
H 0.953 -1.902 0.624 0.01 -0.18 -0.30
H 0.983 -1.311 -1.036 -0.01 0.39 -0.05
H 2.489 -0.367 1.035 0.74 0.49 -0.82
H 1.045 0.144 1.644 0.25 0.48 -0.40
H 2.543 1.654 -0.173 0.02 0.37 -0.13
H 0.403 2.398 1.429 -0.36 -0.34 -0.20
H 1.246 3.360 0.355 -0.22 0.13 -0.59
H -0.609 3.436 -1.060 -0.76 -0.18 0.10
H -3.012 -3.727 -0.349 0.41 -0.19 -0.62
H -2.645 -4.155 -1.778 -0.47 -0.58 -0.90
O -2.309 -3.699 -1.026 0.11 0.97 1.62
```
Forces are in eV/Å.

Results
Gap between HOMO and LUMO (eV): 9.855
Total energy (eV): -11426.8766
Energy above the lowest of the compared OMol25 structures with the same formula, charge and spin (kJ/mol): 250.61
Total charge: +1

***

No. 2
DFT (ωB97M-V with the def2-TZVPD basis set) results for a 2-piece molecular cluster, C4H13NO3 overall.

Structure (XYZ):
```
21
Properties=species:S:1:pos:R:3:forces:R:3
N -0.742 1.308 0.524 -0.20 -0.96 -0.11
C 0.216 0.513 -0.247 -0.62 0.75 0.34
C 1.422 1.311 -0.766 -0.17 -0.58 0.41
O 2.021 2.056 0.284 0.02 0.17 -0.17
C -0.513 -0.183 -1.394 0.63 -0.45 -0.14
C -0.902 -1.648 -1.114 0.02 0.90 1.28
O -1.172 -1.870 0.287 -0.25 0.20 -0.40
H -1.201 2.046 0.017 0.19 0.27 0.13
H -0.403 1.540 1.442 0.01 0.51 -0.12
H 0.553 -0.224 0.478 0.35 -0.19 -0.16
H 1.119 1.951 -1.598 0.03 0.03 -0.05
H 2.145 0.564 -1.113 0.10 0.24 -0.22
H 1.932 2.993 0.086 0.02 -0.14 0.12
H 0.153 -0.183 -2.257 -0.03 -0.05 -0.29
H -1.394 0.380 -1.688 -0.13 0.24 0.10
H -0.071 -2.309 -1.335 -0.17 -0.21 -0.28
H -1.811 -1.845 -1.665 0.01 -0.60 -0.49
H -1.843 -1.215 0.531 0.19 -0.10 0.11
O 0.310 -1.833 3.546 -0.28 0.21 -0.43
H -0.598 -1.853 3.211 0.11 -0.15 0.22
H 0.780 -1.499 2.772 0.17 -0.09 0.15
```
Forces are in eV/Å.

Results
Structure (SMILES): N[C@H](CO)CCO.O
Gap between HOMO and LUMO (eV): 9.953
Total energy (eV): -11990.7373
Energy above the lowest of the compared OMol25 structures with the same formula, charge and spin (kJ/mol): 167.31
Total charge: 0

***

No. 3
DFT (ωB97M-V with the def2-TZVPD basis set) results for a 11-piece molecular cluster, C31H33F10NO32 overall.

Structure (XYZ):
```
107
Properties=species:S:1:pos:R:3:forces:R:3
O 3.368 -3.121 3.504 -0.64 0.05 -2.53
C 3.205 -3.269 2.296 0.57 -0.21 4.08
O 3.897 -2.629 1.364 1.71 0.93 2.67
C 3.776 -3.288 0.186 -0.02 1.35 -3.20
C 2.490 -3.947 0.323 -2.14 -0.48 -0.47
F 2.445 -5.079 -0.394 -0.21 -0.49 0.79
O 2.338 -4.125 1.758 0.01 -0.38 -1.17
H 3.638 -2.445 -0.492 0.38 -0.50 -0.89
H 4.533 -3.974 -0.193 0.51 0.07 0.73
H 1.686 -3.299 -0.026 -0.39 -0.23 0.17
O -5.642 0.806 -5.166 3.89 -2.85 2.76
C -4.781 0.242 -4.427 -3.21 3.23 -2.12
O -5.013 -0.282 -3.251 -3.05 -0.47 1.38
C -3.892 -0.556 -2.448 0.89 -0.18 -0.99
C -2.834 -0.435 -3.529 0.71 0.17 0.90
F -2.524 -1.714 -3.903 0.19 -0.25 -0.81
O -3.451 0.261 -4.598 1.33 -0.40 -0.42
H -3.769 0.098 -1.584 -0.30 0.17 -0.27
H -3.876 -1.598 -2.128 -0.36 0.19 0.17
H -1.902 0.026 -3.201 -0.10 0.31 -0.40
O -1.809 -0.947 -0.310 1.05 -0.05 -0.31
C -0.743 -0.384 -0.263 -2.57 0.39 -0.42
O -0.212 0.055 0.867 -1.52 -1.13 0.80
C 0.909 0.792 0.618 2.36 1.28 -0.57
C 1.144 0.700 -0.882 -1.57 0.46 -0.25
F 2.129 -0.142 -1.150 1.28 -1.19 -0.51
O -0.097 0.100 -1.336 0.92 -0.12 0.18
H 0.793 1.853 0.842 -0.06 -0.15 0.57
H 1.730 0.316 1.154 0.20 0.64 -0.03
H 1.299 1.620 -1.447 -0.10 -0.10 0.24
O -3.155 1.878 6.205 0.48 0.91 -3.11
C -2.866 1.975 5.016 0.72 -1.18 3.42
O -3.516 1.397 4.031 -1.68 0.00 -0.30
C -2.838 1.516 2.796 -0.51 -1.10 -0.37
C -1.535 2.156 3.157 -0.48 -1.80 1.44
F -1.365 3.264 2.482 0.58 2.22 -1.15
O -1.675 2.462 4.557 0.36 0.05 -0.77
H -2.731 0.497 2.423 0.20 0.13 -0.14
H -3.389 2.074 2.040 -0.16 0.25 0.31
H -0.731 1.455 2.936 0.52 0.38 0.61
O -0.582 -7.431 -1.697 -1.22 2.81 0.45
C -1.197 -6.431 -1.380 1.00 -2.15 -0.42
O -2.168 -6.464 -0.419 1.11 -1.14 0.35
C -2.887 -5.293 -0.402 -1.06 1.92 -2.56
C -1.909 -4.307 -1.111 -0.13 -1.55 0.20
F -1.086 -3.913 -0.154 1.43 1.75 1.80
O -1.071 -5.158 -1.899 -1.17 -1.05 0.06
H -3.719 -5.428 -1.092 -0.47 0.01 0.01
H -3.306 -4.923 0.533 0.80 -0.34 0.20
H -2.267 -3.451 -1.682 -0.09 -0.27 -0.08
O 0.317 1.391 -3.987 -2.50 -1.19 -3.64
C -0.257 1.142 -5.065 2.50 1.81 1.46
O -1.294 1.825 -5.608 0.22 0.96 2.74
C -1.614 1.411 -6.875 -0.36 -2.27 -1.31
C -0.777 0.109 -6.986 -0.92 1.55 0.69
F -0.180 0.107 -8.148 0.91 -0.88 -2.18
O 0.222 0.291 -6.023 -0.02 -0.38 1.83
H -2.654 1.114 -7.004 -0.20 0.48 0.50
H -1.361 2.118 -7.665 0.34 0.12 0.26
H -1.338 -0.800 -6.767 0.10 -0.21 -0.32
O 2.932 2.980 -0.062 -0.58 3.14 0.50
C 2.908 4.203 -0.086 0.65 -1.12 -1.75
O 4.027 4.976 -0.182 -0.88 -1.10 -0.12
C 3.698 6.352 -0.331 -0.62 0.09 2.02
C 2.126 6.366 -0.372 2.28 -0.58 0.43
F 1.776 6.801 -1.569 -1.07 0.55 -1.70
O 1.773 4.995 -0.267 0.82 -0.48 0.94
H 4.054 6.800 0.597 -0.11 0.34 0.00
H 4.221 6.843 -1.151 -0.43 -0.44 -0.33
H 1.658 7.002 0.379 -0.11 -0.43 0.15
O 4.034 6.552 3.469 -1.82 -0.95 -0.41
C 3.045 5.868 3.659 3.14 1.78 -1.10
O 2.120 5.555 2.743 0.54 0.76 -1.57
C 1.149 4.673 3.249 -0.14 0.74 0.98
C 1.445 4.822 4.757 0.16 -0.45 -1.59
F 1.445 3.618 5.290 -0.20 -1.21 1.41
O 2.803 5.321 4.817 -2.38 -0.68 1.42
H 0.156 5.071 3.042 0.14 -0.16 -0.25
H 1.270 3.663 2.857 0.18 -0.01 0.17
H 0.684 5.479 5.177 0.54 0.11 0.82
O 3.007 -5.371 -3.069 0.22 1.61 -1.37
C 2.617 -4.374 -3.635 -0.12 -3.27 2.97
O 2.473 -4.169 -4.894 1.32 -0.02 -3.97
C 2.064 -2.823 -5.156 -1.42 0.17 0.98
C 1.249 -2.662 -3.855 1.83 2.85 -0.60
F 0.069 -3.199 -3.921 -2.80 -1.64 -0.50
O 2.036 -3.371 -2.979 -0.06 1.06 2.24
H 2.858 -2.077 -5.187 0.37 -0.40 0.03
H 1.467 -2.748 -6.065 0.07 -0.38 0.14
H 1.077 -1.649 -3.491 0.63 0.20 0.01
O 2.802 1.355 3.028 0.04 -1.90 2.80
C 2.560 0.724 4.054 0.55 1.92 -0.57
O 3.347 0.474 5.141 2.60 1.29 -2.54
C 2.742 -0.256 6.133 -1.43 -0.35 0.27
C 1.314 -0.182 5.703 -0.62 -1.13 -0.38
F 0.638 0.673 6.471 -0.92 0.82 0.43
O 1.337 0.305 4.371 -1.13 -0.74 0.11
H 2.975 -1.321 6.151 0.93 0.21 0.06
H 2.812 0.267 7.087 0.44 -0.32 0.03
H 0.852 -1.168 5.737 -0.48 0.23 -0.22
C -5.168 -2.656 3.046 0.42 0.64 0.32
N -4.331 -2.059 1.949 0.05 1.95 -0.89
O -3.465 -2.688 1.395 -0.24 -0.70 0.38
O -4.586 -0.872 1.635 0.03 -1.91 0.82
H -5.731 -3.510 2.670 -0.25 0.50 -0.22
H -5.681 -1.763 3.404 -0.66 -0.65 -0.02
H -4.560 -3.038 3.866 0.48 0.12 -0.35
```
Forces are in eV/Å.

Results
Structure (SMILES): O=C1OC[C@@H](F)O1.O=C1OC[C@@H](F)O1.O=C1OC[C@@H](F)O1.O=C1OC[C@@H](F)O1.O=C1OC[C@@H](F)O1.O=C1OC[C@@H](F)O1.O=C1OC[C@@H](F)O1.O=C1OC[C@@H](F)O1.O=C1OC[C@@H](F)O1.O=C1OC[C@@H](F)O1.C[N+](=O)[O-]
Gap between HOMO and LUMO (eV): 10.387
Total energy (eV): -126862.9928
Energy above the lowest of the compared OMol25 structures with the same formula, charge and spin (kJ/mol): 416.81
Total charge: 0

***

No. 4
DFT (ωB97M-V with the def2-TZVPD basis set) results for one molecule with the formula C3H9N3.

Structure (XYZ):
```
15
Properties=species:S:1:pos:R:3:forces:R:3
C -1.678 0.230 -0.533 1.90 0.88 -1.67
C -0.589 -0.210 0.329 0.93 1.08 -0.53
N -0.769 -0.625 1.623 0.36 0.29 -0.30
C 0.650 0.163 -0.242 0.11 -1.51 2.04
N 1.143 -0.555 -1.369 -0.11 0.22 0.23
N 1.704 0.459 0.652 0.30 -0.20 0.12
H -2.094 1.207 -0.287 -0.24 -0.13 0.33
H -2.455 -0.519 -0.727 -0.04 0.25 -0.50
H -0.687 0.757 -1.246 -3.29 -1.18 0.17
H -1.694 -0.585 2.023 0.59 -0.03 0.26
H 0.070 -0.937 2.096 -0.62 -0.10 0.31
H 1.914 -0.134 -1.874 -0.63 0.10 -0.36
H 0.409 -1.029 -1.880 0.46 0.24 -0.26
H 2.596 0.534 0.180 -0.01 0.10 0.39
H 1.483 1.243 1.254 0.29 0.00 -0.24
```
Forces are in eV/Å.

Results
Structure (SMILES): CC(N)=C(N)N
Gap between HOMO and LUMO (eV): 7.045
Total energy (eV): -7724.1482
Energy above the lowest of the compared OMol25 structures with the same formula, charge and spin (kJ/mol): 330.54
Total charge: 0

***

No. 5
DFT (ωB97M-V with the def2-TZVPD basis set) results for one molecule with the formula C3H3NO2.

Structure (XYZ):
```
9
Properties=species:S:1:pos:R:3:forces:R:3
O -1.995 -0.012 -0.092 2.31 1.05 0.11
C -0.757 0.029 0.000 -6.40 4.39 0.63
N 0.133 1.078 0.171 0.64 4.72 -1.61
C 1.402 0.588 -0.139 2.07 -2.59 1.03
C 1.239 -0.760 -0.077 3.03 -2.02 1.51
O -0.077 -0.996 0.077 2.12 -6.29 -0.05
H -0.012 2.156 0.078 -0.45 -3.19 0.07
H 2.455 0.967 -0.176 -1.74 0.62 0.19
H 1.895 -1.748 0.316 -1.57 3.31 -1.89
```
Forces are in eV/Å.

Results
Structure (SMILES): O=c1[nH]cco1
Gap between HOMO and LUMO (eV): 9.518
Total energy (eV): -8742.7696
Energy above the lowest of the compared OMol25 structures with the same formula, charge and spin (kJ/mol): 227.85
Total charge: 0

***

No. 6
DFT (ωB97M-V with the def2-TZVPD basis set) results for a 7-piece molecular cluster, C19H22B3Cl18IO7 overall.

Structure (XYZ):
```
70
Properties=species:S:1:pos:R:3:forces:R:3
C 4.922 -3.139 0.960 0.15 -0.82 0.57
C 3.552 -4.064 1.107 0.30 0.08 0.59
O 2.776 -4.158 -0.162 -0.42 1.50 1.39
C 1.795 -3.024 -0.241 0.47 0.67 0.86
C 1.469 -2.574 -1.789 0.77 -0.06 -0.36
B 1.156 -0.927 -1.850 0.83 -0.06 -0.51
O 2.371 -0.065 -1.628 -4.37 0.08 2.82
B 1.901 0.861 -0.537 -0.13 0.86 -2.22
C 2.596 0.814 0.961 -0.25 -0.18 0.74
C 2.625 2.254 1.746 -0.96 5.68 -4.43
O 2.422 3.413 1.099 1.36 -7.87 4.23
I 3.044 2.393 3.931 -0.32 -0.42 -1.66
O 0.768 1.754 -0.922 -0.78 -4.54 0.57
B -0.403 0.889 -1.308 0.58 1.40 -0.05
O -1.737 1.433 -0.892 1.02 -4.39 -1.19
C -2.787 0.409 -1.008 -4.71 1.52 -4.26
O -3.811 0.700 -1.857 6.89 -2.17 6.03
C -2.686 -0.948 -0.093 0.16 -2.89 3.04
C -2.233 -2.425 -0.679 -0.58 0.52 2.51
C -2.086 -3.773 0.244 -1.24 4.31 1.74
C -2.413 -3.651 1.855 -0.33 3.36 -3.09
C -2.912 -2.203 2.464 0.88 -0.47 -3.46
C -3.062 -0.836 1.524 1.46 -3.65 -1.87
O -0.200 -0.356 -2.076 2.19 1.78 2.89
H 5.665 -3.534 1.795 -1.55 0.99 -1.62
H 5.489 -3.318 -0.070 -1.56 0.51 2.15
H 4.701 -2.009 1.176 0.51 -2.14 -0.66
H 3.887 -5.140 1.501 -0.94 2.21 -1.38
H 2.829 -3.634 1.943 1.60 -0.75 -1.59
H 0.826 -3.272 0.390 1.81 0.31 -1.47
H 2.327 -2.132 0.347 -1.19 -1.56 -1.48
H 2.486 -2.734 -2.394 -2.13 0.35 1.33
H 0.650 -3.215 -2.326 1.49 1.09 1.30
H 1.933 0.066 1.605 1.35 1.51 -1.14
H 3.657 0.316 0.886 -1.93 1.20 0.34
H -2.001 -2.461 -1.848 -0.54 -0.01 2.94
H -1.730 -4.771 -0.266 -0.84 2.27 1.22
H -2.278 -4.616 2.512 -0.41 2.31 -1.29
H -3.158 -2.169 3.615 0.52 0.10 -2.69
H -3.424 0.198 1.968 0.86 -2.50 -0.95
Cl -3.116 5.537 -0.875 -0.10 -0.19 0.01
C -4.252 4.177 -0.865 0.09 -0.12 -0.15
Cl -5.007 4.010 0.729 0.08 -0.04 -0.11
Cl -5.485 4.388 -2.119 0.18 -0.03 0.18
H -3.695 3.262 -1.080 -0.20 0.29 0.04
Cl 2.710 1.763 7.484 -0.06 -0.14 0.07
C 1.574 0.403 7.494 -0.05 -0.13 0.02
Cl 0.818 0.236 9.088 0.09 0.12 -0.26
Cl 0.341 0.613 6.240 0.13 -0.09 0.15
H 2.131 -0.512 7.280 -0.19 0.29 0.09
Cl 1.976 -5.559 8.909 -0.16 0.18 0.03
C 1.116 -4.019 9.075 0.02 -0.04 0.14
Cl 2.088 -2.860 9.999 -0.12 -0.25 -0.09
Cl 0.708 -3.359 7.482 -0.01 -0.02 0.12
H 0.186 -4.200 9.621 0.32 0.08 -0.21
Cl -7.490 5.581 -4.762 -0.12 -0.19 -0.02
C -8.626 4.221 -4.751 0.03 -0.05 0.01
Cl -9.382 4.054 -3.157 0.13 -0.02 -0.20
Cl -9.859 4.431 -6.005 0.15 -0.06 0.11
H -8.069 3.306 -4.966 -0.19 0.33 0.08
Cl 2.817 3.332 -5.473 -0.04 -0.04 0.70
C 3.053 3.490 -3.724 -0.06 0.04 0.06
Cl 4.570 2.720 -3.229 -0.17 0.02 0.02
Cl 3.036 5.196 -3.245 -0.03 -0.26 -0.04
H 2.228 2.983 -3.218 0.27 0.17 -0.14
Cl 0.859 4.776 -10.288 0.09 -0.21 0.05
C 1.389 3.228 -9.609 0.01 -0.03 -0.09
Cl 2.607 3.485 -8.348 -0.13 -0.02 -0.68
Cl 0.007 2.326 -8.964 0.18 0.07 -0.09
H 1.841 2.638 -10.410 -0.17 0.21 0.29
```
Forces are in eV/Å.

Results
Structure (SMILES): CCOCCB1OB(CC(=O)I)OB(OC(=O)c2ccccc2)O1.ClC(Cl)Cl.ClC(Cl)Cl.ClC(Cl)Cl.ClC(Cl)Cl.ClC(Cl)Cl.ClC(Cl)Cl
Gap between HOMO and LUMO (eV): 8.577
Total energy (eV): -269919.0933
Total charge: 0

***

For each record above, in turn, the calculated max |F| values are 3.18; 1.57; 5.55; 3.50; 7.79; 9.41 eV/Å.